[1]
43
Properties=species:S:1:pos:R:3:forces:R:3:mulliken_charge:R:1 method="wB97M-V/def2-TZVPD" energy_ev=-23018.9198 relative_energy_kj_mol=347.8 e_lumo_ev=0.554 homo_ev=-8.0592
C 1.407744 -4.901764 3.897743 -0.15 -0.16 -0.12 -1.1305
C 0.964459 -5.760568 2.718780 0.25 0.04 -0.05 -0.4748
C 1.465298 -5.239386 1.371128 -0.34 0.04 0.17 -0.7546
C 0.820956 -3.916262 0.961919 0.38 -0.23 -0.24 -0.1928
C 1.301148 -3.460110 -0.413486 -0.34 0.10 0.07 -0.9397
C 0.597503 -2.206168 -0.936416 0.34 -0.01 0.02 -0.8306
C 0.835419 -0.953072 -0.083567 -0.22 -0.07 -0.14 -0.6100
C -0.310056 -0.678828 0.900164 0.19 -0.03 0.05 -0.4743
C 0.049744 0.474875 1.799210 -0.22 -0.37 -0.06 -0.0313
O 0.433651 0.375056 2.944303 0.08 -0.05 0.12 -0.6714
N -0.060257 1.713297 1.225353 0.24 1.18 0.45 -0.1959
N -0.473233 1.879871 -0.039100 -0.32 0.02 -0.83 -0.1378
C -0.558390 3.045132 -0.565752 0.28 0.13 0.85 0.6586
C -0.228397 4.341376 0.125353 -0.01 -0.24 0.02 -1.7889
C -1.005794 3.086718 -1.937027 -0.33 -1.23 -0.83 0.3914
C -1.337098 2.064851 -2.797237 0.25 0.59 0.66 -0.1641
C -1.701492 2.675643 -4.013378 0.00 0.64 -0.08 -0.6208
C -1.569286 4.017771 -3.813568 -0.26 -0.55 -0.72 -0.4877
O -1.150363 4.276111 -2.567303 0.17 0.27 0.48 -0.3850
H 0.978775 -3.904939 3.842897 0.00 0.14 0.06 0.2892
H 2.491675 -4.809272 3.913627 0.13 0.05 0.04 0.2842
H 1.089477 -5.354570 4.834245 0.01 0.03 0.13 0.3564
H -0.126588 -5.816262 2.699738 -0.04 -0.09 -0.02 0.2928
H 1.343161 -6.775864 2.861521 -0.09 -0.03 0.01 0.3426
H 2.550020 -5.114971 1.414922 0.09 -0.03 -0.05 0.3157
H 1.251053 -5.988355 0.603758 0.07 0.01 -0.06 0.3714
H 1.067934 -3.155358 1.701226 -0.10 0.10 0.09 0.1779
H -0.264926 -4.039538 0.943271 -0.10 0.06 0.07 0.3183
H 2.377253 -3.274119 -0.372738 0.07 -0.03 -0.04 0.3278
H 1.137619 -4.269560 -1.130464 0.08 -0.05 -0.01 0.3891
H -0.474839 -2.397605 -1.009848 -0.09 -0.01 -0.08 0.4176
H 0.964171 -2.018822 -1.948254 -0.09 0.00 -0.04 0.3181
H 1.770378 -1.061025 0.469643 0.08 0.04 0.03 0.3717
H 0.929849 -0.080321 -0.732171 0.08 -0.02 0.05 0.4840
H -0.495078 -1.550301 1.525277 -0.03 0.08 0.07 0.4597
H -1.210373 -0.425896 0.340466 -0.02 -0.11 -0.01 0.4062
H 0.194226 2.509481 1.810747 -0.04 -0.26 -0.12 0.2907
H -0.854982 4.470064 1.008840 -0.01 0.05 0.06 0.3958
H -0.396197 5.176272 -0.546709 0.02 0.06 0.06 0.3267
H 0.816153 4.347803 0.439557 0.05 0.04 0.04 0.3907
H -1.313047 1.020820 -2.567197 0.02 -0.23 0.11 0.5898
H -2.018174 2.188676 -4.912710 -0.07 -0.03 -0.22 0.4544
H -1.736819 4.858525 -4.457476 0.01 0.17 0.01 0.4692

***

[2]
46
Properties=species:S:1:pos:R:3:forces:R:3:mulliken_charge:R:1 method="wB97M-V/def2-TZVPD" energy_ev=-29163.0695 relative_energy_kj_mol=41.1 e_lumo_ev=0.156 smiles="CC[C@H](C)[C@H](NC(C)=O)C(=O)NC.Oc1cccc(O)c1O" homo_ev=-8.5906
C -2.466129 -0.711815 0.929085 0.52 0.19 -0.13 -1.5140
C -1.004645 -0.371310 0.596164 -0.27 0.27 -0.10 -0.2431
C -0.563344 1.084699 0.892884 -0.16 -0.35 0.34 0.4350
C -0.593744 1.318536 2.413987 -0.07 0.40 -0.40 -1.8112
C -1.372766 2.123727 0.068906 0.28 -0.14 -0.30 0.2918
N -1.125294 1.888197 -1.370193 0.88 -0.35 1.50 -0.0666
C -1.902899 2.348553 -2.350867 -1.37 0.81 -1.07 0.6941
C -1.527171 1.943933 -3.756981 -0.04 -0.03 0.08 -1.2332
O -2.870349 3.067569 -2.158812 0.13 -0.09 0.38 -0.6294
C -1.103419 3.582385 0.502517 -0.77 0.35 0.80 -0.1641
O -1.601416 4.018907 1.536222 0.25 -0.43 -0.39 -0.6751
N -0.346632 4.353400 -0.289969 0.71 0.00 -0.80 -0.1008
C -0.048196 5.758541 -0.022381 -0.36 -0.35 0.31 -0.9408
H -3.145684 -0.124666 0.312125 -0.14 -0.03 0.08 0.3010
H -2.639961 -1.768235 0.723141 -0.09 0.02 0.03 0.4363
H -2.673977 -0.526733 1.982596 -0.12 0.00 -0.04 0.3214
H -0.834673 -0.592967 -0.457410 0.03 -0.12 -0.15 0.2325
H -0.365923 -1.047888 1.166065 0.15 0.07 0.01 0.3910
H 0.481687 1.170323 0.589305 0.20 0.03 -0.16 0.2939
H -0.065104 2.238180 2.666791 -0.18 -0.02 0.09 0.4550
H -0.101413 0.496656 2.935097 -0.03 -0.07 -0.10 0.4087
H -1.622488 1.403893 2.766605 0.10 0.06 0.10 0.3930
H -2.433333 1.964819 0.264764 -0.04 0.16 -0.05 0.3265
H -0.356397 1.291697 -1.625463 0.03 -0.06 0.08 0.2640
H -2.270728 2.345538 -4.445039 0.12 -0.04 0.14 0.3362
H -0.547762 2.348218 -4.004305 0.13 -0.11 -0.14 0.3185
H -1.515218 0.858347 -3.831841 0.16 -0.09 -0.14 0.3122
H -0.025462 3.952644 -1.154249 -0.03 0.03 0.01 0.2462
H 0.509169 6.194976 -0.851624 -0.06 -0.22 0.03 0.3498
H 0.537516 5.841519 0.894455 -0.03 0.09 -0.04 0.2872
H -0.981120 6.310219 0.111720 0.10 0.00 0.02 0.2969
O 0.348005 -3.301149 -0.868230 -0.02 0.32 0.00 -0.4570
C 1.375823 -3.956466 -0.239241 0.36 -1.41 0.27 1.3278
C 1.398430 -5.354011 -0.207121 0.61 -0.08 0.35 -0.6917
C 2.449536 -6.024551 0.430546 0.03 0.73 0.00 -0.7676
C 3.475422 -5.294173 1.040764 -0.26 -0.10 -0.15 -0.7532
C 3.452548 -3.899054 1.017742 -0.33 0.10 -0.18 0.0731
O 4.446346 -3.181918 1.620708 -0.31 0.26 -0.18 -0.5814
C 2.403624 -3.227523 0.375957 -0.86 -0.47 -0.53 0.7046
O 2.357398 -1.857638 0.335688 -0.05 0.10 -0.05 -0.7064
H -0.286055 -3.953735 -1.211851 0.41 0.35 0.22 0.2881
H 0.605486 -5.929773 -0.673420 -0.02 0.12 -0.03 0.2727
H 2.471445 -7.110915 0.453519 -0.02 0.22 -0.01 0.3484
H 4.293900 -5.804802 1.538654 -0.08 0.16 -0.05 0.3988
H 4.233127 -2.237694 1.515350 0.15 -0.36 0.07 0.3257
H 1.551839 -1.628466 -0.162358 0.36 0.07 0.27 0.2050

***

[3]
48
Properties=species:S:1:pos:R:3:forces:R:3:mulliken_charge:R:1 method="wB97M-V/def2-TZVPD" energy_ev=-50831.5105 relative_energy_kj_mol=40.5 e_lumo_ev=0.167 smiles="CCN(CC)S(=O)(=O)c1ccc(S(=O)(=O)NC[C@@H]2CCCO2)cc1" homo_ev=-9.4228
C 4.718041 1.691618 1.833446 -0.12 -0.02 -0.16 -1.1778
C 3.694104 1.418440 0.733433 -0.09 0.17 0.50 -0.4819
N 4.128952 0.534663 -0.323740 -0.08 -1.06 0.14 0.1911
C 5.112882 0.967528 -1.295816 0.44 -0.24 -0.39 -0.5696
C 6.563039 0.733763 -0.880903 -0.18 0.11 -0.05 -0.9796
S 4.082733 -1.089268 0.036678 -0.55 0.40 -0.07 1.3784
O 4.624733 -1.377529 1.335069 -0.23 0.12 0.07 -0.7014
O 4.603225 -1.799248 -1.091933 -0.02 0.11 -0.31 -0.7065
C 2.303715 -1.347095 0.105666 0.49 0.01 0.17 -0.3889
C 1.585801 -1.251999 -1.072694 -0.17 -0.03 -0.09 -0.6802
C 0.213417 -1.438908 -1.043899 0.16 0.00 -0.14 -0.6547
C -0.402451 -1.714180 0.163059 -0.42 -0.20 0.11 0.2982
S -2.185662 -1.895061 0.201546 0.32 0.54 0.25 1.3844
O -2.551656 -2.574766 1.408717 0.17 0.22 0.14 -0.7053
O -2.628373 -2.413578 -1.059565 0.13 0.24 -0.16 -0.6654
N -2.618140 -0.272662 0.304844 0.27 -0.87 0.09 -0.2401
C -3.595736 0.187620 -0.658497 -0.62 -0.10 -0.17 -1.1499
C -5.018573 -0.217442 -0.247013 0.30 -0.15 -0.50 0.4435
C -6.086018 0.249384 -1.252850 0.07 -0.03 0.22 -0.8199
C -7.156819 0.880866 -0.362534 0.18 0.01 0.17 -0.5265
C -6.316967 1.367258 0.816047 -0.30 0.28 -0.07 -0.4894
O -5.339803 0.365760 1.011511 0.18 -0.14 0.14 -0.4266
C 0.314020 -1.818188 1.339649 -0.08 -0.08 0.03 -0.6292
C 1.688518 -1.634863 1.309944 0.12 0.00 0.02 -0.3650
H 5.531204 2.312317 1.467702 0.09 0.07 0.01 0.2932
H 4.234798 2.211753 2.657002 -0.01 0.08 0.10 0.4195
H 5.118664 0.748959 2.195270 0.08 0.03 0.10 0.3110
H 3.372904 2.358348 0.271635 -0.08 -0.15 0.00 0.4014
H 2.814168 0.939920 1.173158 -0.07 0.26 0.05 0.2535
H 4.914117 0.391046 -2.202724 0.08 0.24 -0.07 0.2985
H 4.930907 2.025533 -1.503132 -0.11 -0.09 0.02 0.4092
H 6.697470 -0.316510 -0.636692 0.15 -0.06 -0.01 0.3310
H 7.223361 0.991108 -1.705741 0.11 0.00 -0.05 0.3941
H 6.835900 1.331334 -0.016480 0.07 0.04 0.07 0.2291
H 2.114731 -1.047428 -1.989497 -0.04 0.03 -0.19 0.4488
H -0.388551 -1.392499 -1.937009 0.03 0.03 -0.18 0.4721
H -2.923175 -0.063361 1.246535 0.05 -0.06 0.27 0.3692
H -3.517712 1.276603 -0.731135 -0.03 -0.06 -0.06 0.4186
H -3.345315 -0.269049 -1.615874 -0.12 0.20 -0.10 0.3573
H -5.026744 -1.305683 -0.107938 -0.07 0.13 -0.04 0.3173
H -6.465963 -0.576275 -1.848309 0.03 -0.01 -0.08 0.3624
H -5.659576 0.996449 -1.923946 0.00 0.02 -0.08 0.3426
H -7.698842 1.686412 -0.851758 -0.07 0.02 -0.01 0.3418
H -7.865013 0.124876 -0.023979 -0.05 0.02 0.01 0.2731
H -6.876738 1.468201 1.746575 0.03 0.06 -0.06 0.3077
H -5.838559 2.329555 0.578765 -0.07 -0.05 0.04 0.2716
H -0.212240 -2.055457 2.250480 0.03 -0.03 0.16 0.4900
H 2.297226 -1.718280 2.196913 -0.01 -0.02 0.14 0.5492

***

[4]
44
Properties=species:S:1:pos:R:3:forces:R:3:mulliken_charge:R:1 method="wB97M-V/def2-TZVPD" energy_ev=-32091.2171 relative_energy_kj_mol=0.0 e_lumo_ev="0.512 / -1.728" spin_multiplicity=5 homo_ev="-6.6802 / -8.8002"
Pt 0.825611 0.012749 -1.131979 -0.51 0.11 0.37 1.0974
O -0.247180 0.566973 -2.557823 0.44 -0.29 0.21 -0.5858
C -1.309057 4.139840 1.231228 0.11 -0.03 -0.11 -1.0109
Si -0.556764 3.148923 -0.182061 0.12 -0.14 -0.20 0.1658
C -1.788159 3.126368 -1.597697 0.06 0.03 0.11 -0.9301
C 1.036221 3.962945 -0.753651 -0.15 -0.01 0.06 -1.0155
C -0.173605 1.429860 0.430004 -0.47 0.60 0.13 -0.9965
H -1.533830 5.159501 0.908672 -0.02 0.01 0.04 0.2845
H -0.619889 4.190934 2.076668 -0.04 0.02 0.03 0.2943
H -2.235981 3.673339 1.570983 0.00 0.03 0.03 0.3058
H -2.002998 4.146876 -1.924039 -0.05 -0.01 0.00 0.3325
H -2.726473 2.663559 -1.280567 -0.02 0.02 -0.04 0.2827
H -1.398457 2.567405 -2.448204 -0.03 0.02 -0.02 0.2690
H 0.850869 4.981774 -1.100942 0.06 0.00 -0.01 0.3368
H 1.477460 3.394631 -1.575791 0.03 0.03 0.00 0.3040
H 1.760902 4.006471 0.062759 0.04 0.01 -0.04 0.3161
H -1.088508 0.932649 0.762574 0.13 -0.24 -0.03 0.3349
H 0.533689 1.486337 1.259286 0.05 -0.28 -0.04 0.3852
C 4.264452 -1.911175 1.769680 -0.02 -0.03 0.02 -0.3901
C 3.824128 -0.613249 1.974904 -0.02 -0.01 0.02 -0.7685
C 2.856108 -0.063599 1.141686 0.03 0.04 -0.06 0.1358
C 2.299025 -0.788205 0.082900 0.24 0.04 -0.49 -0.5546
C 2.766739 -2.100204 -0.097927 0.66 0.37 -0.35 -0.0617
C 3.732028 -2.656315 0.724277 0.05 0.00 -0.02 -0.4112
H 5.018327 -2.341142 2.417024 0.00 0.00 0.00 0.3879
H 4.235033 -0.024429 2.785926 -0.01 0.01 0.00 0.3999
H 2.533705 0.953643 1.326813 0.04 0.01 -0.01 0.2976
H 2.373407 -2.692397 -0.917844 0.08 0.00 -0.04 0.4198
H 4.068758 -3.672352 0.556328 0.01 0.01 -0.01 0.3657
C -4.109741 -2.650462 -1.581759 0.00 0.01 -0.01 -1.2312
C -2.776504 -2.450197 -0.948011 0.05 -0.01 0.02 0.8141
C -2.139831 -3.109564 0.083573 -0.02 0.04 -0.02 -1.2010
C -0.895627 -2.473593 0.244359 -0.10 0.11 0.18 0.6399
N -0.787822 -1.491847 -0.643569 0.01 -0.07 -0.03 -0.4075
N -1.929377 -1.489020 -1.354225 -0.04 0.10 -0.09 0.0191
C 0.226361 -2.754442 1.183521 -0.30 -0.04 -0.30 -0.7657
H -4.629589 -3.477299 -1.104045 0.01 0.00 0.01 0.3249
H -4.009041 -2.879533 -2.643308 -0.01 0.00 0.00 0.3195
H -4.728333 -1.757568 -1.483819 0.00 0.00 0.00 0.3169
H -2.519672 -3.942764 0.649417 0.00 0.01 0.01 0.3734
H -2.039222 -0.805151 -2.088151 0.03 0.01 0.01 0.2192
H 0.030689 -3.603500 1.833807 -0.07 -0.09 -0.13 0.3536
H 0.439010 -1.881368 1.800573 0.05 -0.01 -0.02 0.2552
H 1.093138 -2.915405 0.538451 -0.39 -0.38 0.82 -0.0212

***

[5]
54
Properties=species:S:1:pos:R:3:forces:R:3:mulliken_charge:R:1 method="wB97M-V/def2-TZVPD" energy_ev=-122105.1697 relative_energy_kj_mol=495.4 total_charge=-2 e_lumo_ev="4.118 / 3.921" spin_multiplicity=3 homo_ev="-1.1193 / -1.0695"
Ni 0.677608 1.974654 -0.451327 0.22 -4.15 1.93 -0.4996
Te -0.934287 3.200028 -1.276775 -6.25 5.62 -1.83 0.1686
Te -2.421151 4.376668 -3.223700 0.27 -0.30 0.50 -0.5188
Te 1.579703 3.800329 -4.904095 -0.09 -0.04 0.14 -0.4850
Te 1.319160 2.724817 -2.390473 4.44 2.56 -6.07 -0.4185
C 6.696418 0.817146 -1.405139 0.01 0.03 -0.05 -1.4443
C 5.377726 1.158796 -0.775377 0.07 -0.08 -0.05 1.2407
C 5.169782 2.361747 -0.106845 -0.14 0.02 0.02 -1.0641
C 3.956819 2.626522 0.502843 0.30 0.22 0.09 -0.8914
C 2.936335 1.686601 0.474575 0.36 -0.02 0.28 0.6711
C 3.122566 0.500141 -0.217754 0.13 -0.54 0.11 0.2962
C 4.336154 0.247854 -0.841944 -0.10 0.31 0.12 -1.4144
S 1.525535 2.248873 1.461128 1.80 1.05 3.12 1.2263
O 2.117478 2.335631 2.777327 -0.08 0.03 0.40 -0.8899
O 1.221417 3.539669 0.828371 0.19 0.43 0.18 -0.7061
N 0.234341 1.397203 1.358448 0.48 1.56 0.42 0.2896
C 0.272001 0.243359 2.146282 -0.15 -1.98 1.18 -0.6784
C 0.377411 -1.064397 1.352661 -0.01 0.18 -0.07 0.4049
O 0.239122 -2.125550 1.946466 -0.13 -0.49 0.48 -0.8373
O 0.674693 -0.950546 0.120531 0.50 -0.50 0.04 -0.4666
H 7.463852 1.529002 -1.110547 0.12 0.05 -0.02 0.3582
H 6.616180 0.825089 -2.492959 0.05 0.01 -0.06 0.2891
H 7.015603 -0.183150 -1.103265 0.03 0.04 -0.02 0.3428
H 5.958905 3.100072 -0.054813 0.11 0.03 -0.03 0.2816
H 3.780943 3.562143 1.026993 0.16 -0.13 -0.13 0.3910
H 2.366965 -0.272893 -0.266752 -0.06 0.24 0.13 0.7344
H 4.458939 -0.676911 -1.391883 0.02 -0.07 0.02 0.4197
H -0.616118 0.191981 2.802024 0.31 -0.10 -0.19 0.3044
H 1.166809 0.257055 2.802182 -0.56 -0.22 0.00 0.3044
C -2.137194 0.154778 -4.852186 0.28 0.12 0.32 -1.5259
C -0.983796 0.876557 -4.172584 0.11 0.35 0.82 0.0274
O -1.161793 0.858604 -2.740831 0.20 -0.47 0.00 -0.0269
P -0.151747 0.307746 -1.402409 -1.61 -2.35 -2.34 1.0633
O 0.677050 -0.717086 -2.315551 0.28 -0.17 0.03 0.0154
C 0.224209 -2.045401 -2.530618 -0.06 -0.28 0.03 -0.1525
C 0.820020 -2.553209 -3.829719 -0.11 0.19 0.27 -1.3827
O -1.452773 -0.436457 -0.806753 0.22 -0.67 -0.18 -0.4229
C -2.381072 0.339964 -0.111084 -0.60 0.87 0.57 0.3705
C -3.700630 0.354616 -0.856927 0.20 0.03 0.02 -1.3884
H -2.061145 0.318385 -5.923694 0.00 -0.09 -0.24 0.4263
H -3.079201 0.576581 -4.512056 -0.13 0.03 0.07 0.3098
H -2.122150 -0.913698 -4.635906 -0.04 -0.10 -0.01 0.3046
H -0.991760 1.935661 -4.492573 0.17 -0.41 0.13 0.1679
H -0.017909 0.428952 -4.434497 -0.08 0.14 0.00 0.2530
H -0.867631 -2.048332 -2.574806 0.00 -0.08 -0.03 0.1694
H 0.535814 -2.655450 -1.676747 -0.08 0.06 -0.05 0.4019
H 0.487617 -1.934773 -4.659815 0.00 0.03 -0.14 0.2766
H 0.502825 -3.580539 -3.999373 0.00 -0.12 -0.05 0.4152
H 1.905546 -2.516205 -3.777969 0.12 -0.02 -0.05 0.2807
H -1.987754 1.369614 0.017444 -0.53 -0.72 0.18 -0.2459
H -2.502833 -0.070980 0.899830 0.03 -0.10 -0.11 0.3497
H -3.603132 0.909466 -1.789705 0.01 0.02 0.01 0.1662
H -4.464102 0.818958 -0.237232 -0.20 0.03 0.03 0.4050
H -3.978305 -0.673525 -1.090260 -0.15 -0.03 0.02 0.3339